17
Properties=species:S:1:pos:R:3 method="wB97M-V/def2-TZVPD" de_lowest_kj_mol=509.59 total_charge=0 lumo_ev=0.331 homo_energy_ev=-8.326 multiplicity=1 homo_lumo_gap_ha=0.318
C 0.535 1.031 1.676
C -0.017 1.623 0.443
C 0.266 0.255 -1.444
C 1.101 -0.967 -1.076
C -0.825 0.672 -0.387
C -1.461 -0.481 0.271
C -1.992 -1.383 0.869
H 1.496 1.472 1.957
H -0.190 1.429 2.413
H 0.533 -0.063 1.794
H 0.915 1.126 -1.605
H -0.252 0.080 -2.392
H 0.476 -1.860 -0.988
H 1.850 -1.148 -1.855
H 1.635 -0.836 -0.128
H -1.592 1.230 -0.937
H -2.477 -2.181 1.390